The following is a quantum chemistry calculation of a cluster of 7 separate species, C21H19Cl24N3O2P2S in total in a non-equilibrium geometry, from OMol25.

* LUMO: -0.03 eV
* total charge: 0
* Kohn-Sham gap: 8.52 eV
* HOMO energy: -8.541 eV

XYZ file:
```
72
Properties=species:S:1:pos:R:3:mulliken_charge:R:1
C 3.41 -0.22 2.26 -0.85
C 2.77 0.92 1.47 0.13
O 3.09 0.80 0.10 -0.30
C 2.17 1.41 -0.75 -0.75
N 1.80 0.59 -1.95 0.19
C 2.49 -0.67 -2.07 -0.58
C 3.56 -0.76 -2.95 -0.61
C 4.20 -1.98 -3.07 -0.69
C 3.82 -3.09 -2.35 -0.58
C 2.75 -3.01 -1.47 -1.33
C 2.10 -1.79 -1.35 1.51
S 0.69 -1.57 -0.29 -0.05
C -0.29 -0.53 -1.34 0.66
C -1.66 -0.71 -1.43 -1.09
C -2.37 0.11 -2.29 0.94
P -4.18 -0.11 -2.47 0.51
N -4.89 -0.91 -1.30 -0.75
C -1.72 1.09 -3.04 0.14
P -2.60 2.22 -4.23 0.22
N -3.03 1.16 -5.56 -0.66
O -1.41 3.14 -4.87 -0.49
C -0.34 1.24 -2.92 -0.67
C 0.39 0.43 -2.07 -1.02
H 4.03 0.16 3.07 0.34
H 4.05 -0.82 1.61 0.09
H 2.66 -0.87 2.72 0.25
H 3.12 1.87 1.90 0.37
H 1.68 0.90 1.65 0.01
H 2.62 2.34 -1.13 0.30
H 1.24 1.70 -0.24 0.44
H 3.85 0.10 -3.53 0.51
H 5.04 -2.05 -3.75 0.40
H 4.34 -4.03 -2.48 0.47
H 2.39 -3.86 -0.90 0.78
H -2.12 -1.48 -0.84 0.37
H -4.37 -0.86 -3.65 0.14
H -4.72 1.18 -2.60 0.15
H -4.19 -1.17 -0.60 0.28
H -2.17 0.97 -6.07 0.30
H -3.31 0.27 -5.13 0.34
H -0.96 2.71 -5.61 0.31
H 0.21 1.99 -3.47 0.56
Cl -1.21 -2.64 -5.10 -0.10
C -2.18 -3.87 -4.28 0.33
Cl -3.22 -4.70 -5.45 -0.10
Cl -1.11 -5.04 -3.50 -0.10
Cl -3.18 -3.09 -3.05 -0.01
Cl -2.38 -0.10 4.25 -0.08
C -0.78 -0.80 4.01 0.17
Cl -0.47 -1.02 2.27 -0.09
Cl 0.45 0.27 4.67 -0.06
Cl -0.71 -2.39 4.80 -0.13
Cl 6.85 -2.44 2.43 -0.10
C 5.54 -3.61 2.67 0.27
Cl 4.31 -3.37 1.43 0.01
Cl 6.19 -5.25 2.56 -0.12
Cl 4.83 -3.37 4.27 -0.09
Cl -4.67 1.67 0.06 0.03
C -5.62 2.97 0.81 0.18
Cl -6.62 2.29 2.10 -0.11
Cl -4.50 4.17 1.48 -0.02
Cl -6.65 3.72 -0.41 -0.12
Cl 0.15 1.61 8.32 -0.10
C -0.88 0.24 8.76 0.30
Cl -0.67 -1.06 7.59 -0.02
Cl -0.42 -0.33 10.37 -0.10
Cl -2.57 0.76 8.78 -0.10
Cl 0.13 6.98 1.99 -0.11
C -0.92 5.72 2.63 0.30
Cl -0.95 4.35 1.50 0.00
Cl -0.32 5.17 4.20 -0.09
Cl -2.56 6.36 2.83 -0.11
```